ORCA calculation (ωB97M-V/def2-TZVPD) on a cluster of 8 separate species, C20H38O37S9 in total.

Geometry as ORCA input:
```
! RIJCOSX wB97M-V def2-TZVPD def2/J DEFGRID3
* xyz 0 1
C 1.30 -1.11 -4.66
C -0.01 -1.49 -3.75
O -0.85 -2.43 -4.21
O -0.27 -0.85 -2.45
C 0.38 -1.69 -1.43
O 1.32 -0.85 -0.70
C 2.72 -1.25 -0.85
O 3.57 -0.86 0.14
O 3.34 -1.98 -1.97
S 3.53 -3.65 -1.60
H 1.54 -2.05 -5.34
H 2.24 -0.79 -4.03
H 1.08 -0.19 -5.40
H -0.43 -2.11 -0.66
H 0.82 -2.62 -1.98
H 3.41 -4.32 -2.86
C -1.18 1.09 1.03
C -2.36 1.49 0.15
O -3.50 0.93 0.80
S -3.25 0.92 2.41
O -3.90 2.09 2.97
O -3.48 -0.41 2.90
O -1.65 1.19 2.37
H -0.88 0.05 0.85
H -0.31 1.75 0.88
H -2.27 1.10 -0.87
H -2.48 2.57 0.12
C 4.28 -0.74 4.31
C 3.09 -0.35 3.43
O 1.95 -0.90 4.07
S 2.20 -0.91 5.68
O 1.55 0.26 6.24
O 1.97 -2.25 6.17
O 3.80 -0.64 5.65
H 4.57 -1.78 4.13
H 5.14 -0.09 4.15
H 3.18 -0.73 2.41
H 2.97 0.74 3.40
C -5.84 6.14 1.96
C -5.12 4.81 1.78
O -4.87 4.70 0.38
S -4.65 6.19 -0.24
O -3.22 6.43 -0.32
O -5.54 6.36 -1.35
O -5.23 7.03 1.03
H -6.90 6.05 1.69
H -5.76 6.52 2.98
H -5.71 3.96 2.14
H -4.15 4.81 2.29
C 3.66 -4.99 7.91
C 3.66 -5.09 6.38
O 5.02 -5.30 6.02
S 5.76 -6.15 7.20
O 5.77 -7.55 6.80
O 6.95 -5.44 7.60
O 4.62 -5.96 8.35
H 4.00 -4.01 8.24
H 2.68 -5.21 8.33
H 3.27 -4.18 5.91
H 3.08 -5.96 6.04
C -9.24 8.67 -3.17
C -9.18 9.79 -2.14
O -8.12 9.43 -1.25
S -6.99 8.60 -2.09
O -5.94 9.52 -2.45
O -6.74 7.35 -1.40
O -7.89 8.30 -3.41
H -9.76 7.79 -2.76
H -9.73 8.98 -4.09
H -10.12 9.91 -1.59
H -8.91 10.74 -2.61
C -0.57 4.01 -5.35
C -0.58 3.92 -6.88
O 0.79 3.71 -7.24
S 1.52 2.85 -6.06
O 1.53 1.46 -6.45
O 2.71 3.56 -5.66
O 0.38 3.05 -4.91
H -0.24 5.00 -5.02
H -1.55 3.80 -4.92
H -0.97 4.82 -7.35
H -1.15 3.05 -7.22
C -0.78 0.53 -11.48
C 0.64 0.40 -10.95
O 0.57 0.79 -9.58
S -0.89 0.38 -8.99
O -0.75 -0.88 -8.29
O -1.48 1.55 -8.38
O -1.62 0.10 -10.41
H -1.03 1.58 -11.70
H -0.95 -0.08 -12.37
H 1.35 1.03 -11.50
H 0.98 -0.64 -10.99
C 6.70 -10.14 8.93
C 6.50 -10.94 7.64
O 6.56 -12.31 8.03
S 5.96 -12.45 9.55
O 4.58 -12.86 9.45
O 6.93 -13.14 10.36
O 6.00 -10.87 9.94
H 7.76 -10.11 9.21
H 6.31 -9.13 8.85
H 7.26 -10.72 6.89
H 5.51 -10.75 7.21
*
```

Summary:
LUMO energy: -1.1 eV
Largest force on an atom: 16.19 eV/A
Orbital gap: 0.259 Ha
E_HOMO: -8.14 eV